(1)
Density functional theory data (ωB97M-V/def2-TZVPD) for a molecular structure, C50H49INO3P2TeTl in a non-equilibrium geometry.

Its charge is -1. The calculation puts the LUMO energy (spin up / spin down) at 2.1 / 2.1 eV. The frontier orbital gap (spin up / spin down) is 6.008 / 6.526 eV. As for the expectation value of S²: 0.76. The energy relative to the best compared isomer or geometry (same formula, charge and spin) comes out at 69.86 kJ/mol. Its largest force on an atom is 0.0245 Eh/bohr. The total energy is -98947.295 eV. As for the multiplicity: 2.

Geometry (Å):
Tl 0.824 -1.986 -1.398
O 3.850 -2.606 -0.188
P 4.652 -1.614 0.560
C 3.919 -1.123 2.170
P 2.078 -0.759 2.036
O 1.598 -0.594 0.647
C 1.485 -2.198 2.962
C 0.776 -3.181 2.289
C 0.511 -4.388 2.918
C 0.937 -4.607 4.218
C 1.634 -3.618 4.901
C 1.928 -2.424 4.265
C 1.840 0.774 2.973
C 1.357 0.847 4.275
C 1.261 2.078 4.907
C 1.617 3.239 4.237
C 2.042 3.175 2.917
C 2.158 1.946 2.289
C 6.291 -2.283 0.963
C 7.274 -1.491 1.554
C 8.562 -1.976 1.700
C 8.881 -3.251 1.250
C 7.903 -4.047 0.671
C 6.612 -3.562 0.522
C 5.118 -0.093 -0.298
C 5.095 1.177 0.263
C 5.544 2.263 -0.473
C 6.055 2.077 -1.748
C 6.126 0.803 -2.290
C 5.650 -0.278 -1.571
H 4.471 -0.293 2.612
H 4.033 -1.993 2.815
H 0.435 -2.989 1.282
H -0.026 -5.165 2.390
H 0.736 -5.554 4.703
H 1.958 -3.782 5.921
H 2.524 -1.676 4.777
H 1.029 -0.049 4.784
H 0.899 2.133 5.926
H 1.537 4.198 4.733
H 2.269 4.083 2.374
H 2.466 1.882 1.251
H 7.028 -0.486 1.875
H 9.325 -1.356 2.155
H 9.895 -3.620 1.342
H 8.148 -5.044 0.328
H 5.842 -4.158 0.048
H 4.718 1.335 1.266
H 5.491 3.260 -0.053
H 6.391 2.929 -2.325
H 6.520 0.656 -3.287
H 5.653 -1.275 -1.994
C -4.057 1.788 -7.865
C -3.737 1.410 -6.441
C -3.048 2.267 -5.597
C -2.732 1.906 -4.289
C -1.934 2.870 -3.450
C -3.132 0.657 -3.784
Te -2.117 -0.097 -1.874
N -1.525 -1.160 -0.090
C -2.042 -1.501 1.076
O -1.372 -1.582 2.130
C -3.530 -1.829 1.170
C -4.272 -2.290 0.088
C -5.628 -2.556 0.219
C -6.255 -2.376 1.443
C -5.514 -1.957 2.539
C -4.160 -1.693 2.403
C -3.081 1.396 -0.703
C -4.457 1.636 -0.782
C -5.385 0.809 -1.630
C -5.005 2.698 -0.063
C -4.230 3.506 0.751
C -4.829 4.671 1.493
C -2.874 3.224 0.854
C -2.284 2.191 0.138
C -0.804 1.970 0.263
C -3.817 -0.211 -4.639
C -4.267 -1.582 -4.189
C -4.123 0.175 -5.942
H -3.537 2.699 -8.159
H -5.131 1.952 -7.984
H -3.766 0.990 -8.550
H -2.716 3.233 -5.968
H -1.694 3.770 -4.019
H -0.993 2.404 -3.144
H -2.477 3.159 -2.549
H -3.782 -2.455 -0.861
H -6.197 -2.901 -0.636
H -7.317 -2.567 1.543
H -5.995 -1.834 3.503
H -3.564 -1.383 3.252
H -5.002 -0.203 -1.735
H -5.469 1.241 -2.629
H -6.378 0.769 -1.178
H -6.068 2.895 -0.160
H -5.911 4.701 1.368
H -4.416 5.612 1.122
H -4.604 4.614 2.559
H -2.252 3.838 1.499
H -0.352 2.758 0.867
H -0.322 1.958 -0.718
H -0.601 1.004 0.730
H -3.599 -1.989 -3.431
H -4.290 -2.271 -5.034
H -5.274 -1.533 -3.764
H -4.657 -0.517 -6.589
I 1.653 0.383 -3.004

=====

(2)
Density functional theory data (ωB97M-V/def2-TZVPD) for a molecular structure, C50H49MnN6S2Sb in a non-equilibrium geometry.

The calculation puts the LUMO energy (spin up / spin down) at -0.5 / -0.5 eV. The frontier orbital gap (spin up / spin down) is 4.491 / 4.469 eV. As for the expectation value of S²: 0.80. The energy relative to the best compared isomer or geometry (same formula, charge and spin) comes out at 319.30 kJ/mol. Its largest force on an atom is 0.0517 Eh/bohr. The total energy is -121112.321 eV. As for the multiplicity: 2.

Geometry (Å):
Mn -0.493 -0.081 0.324
C -0.614 3.135 3.248
C -1.068 2.329 2.247
N -0.359 1.124 1.915
C 1.045 1.209 2.224
C 1.498 1.974 3.319
C 0.616 2.923 3.880
C 2.828 1.756 3.750
C 3.636 0.852 3.094
C 3.219 0.207 1.933
C 1.917 0.422 1.454
N 1.343 -0.094 0.314
C 1.948 -0.615 -0.782
C 3.294 -0.579 -1.144
C 3.722 -1.196 -2.320
C 2.855 -1.873 -3.146
C 1.478 -1.897 -2.848
C 0.507 -2.551 -3.635
C -0.808 -2.507 -3.240
C -1.171 -1.778 -2.108
N -0.295 -1.113 -1.364
C 1.024 -1.220 -1.692
H -1.233 3.973 3.541
H -2.038 2.453 1.788
H 0.928 3.530 4.715
H 3.201 2.297 4.609
H 4.629 0.646 3.474
H 3.879 -0.481 1.426
H 4.004 -0.044 -0.532
H 4.772 -1.147 -2.578
H 3.213 -2.383 -4.029
H 0.806 -3.090 -4.522
H -1.574 -3.023 -3.799
H -2.209 -1.722 -1.812
S -4.811 0.232 1.033
C -4.648 0.566 -0.671
C -5.653 0.793 -1.594
C -5.294 1.022 -2.912
C -3.953 1.009 -3.291
C -2.950 0.786 -2.368
C -3.287 0.568 -1.029
N -2.421 0.312 0.006
C -3.060 0.115 1.157
C -2.400 -0.281 2.358
C -3.098 -1.033 3.323
C -2.451 -1.626 4.377
C -1.072 -1.468 4.512
C -0.379 -0.646 3.646
C -0.999 -0.040 2.545
H -6.690 0.792 -1.288
H -6.064 1.208 -3.649
H -3.692 1.172 -4.328
H -1.912 0.748 -2.669
H -4.161 -1.184 3.186
H -3.000 -2.227 5.088
H -0.543 -1.949 5.323
H 0.670 -0.457 3.831
S -0.223 -6.134 3.490
C -0.272 -4.593 2.596
C -1.442 -4.144 2.000
C -1.400 -3.001 1.226
N -0.296 -2.271 1.035
C 0.821 -2.712 1.629
C 0.883 -3.844 2.410
C 0.614 -7.037 2.180
C 1.996 -7.130 2.145
C 2.572 -7.805 1.078
N 1.873 -8.370 0.104
C 0.550 -8.283 0.158
C -0.132 -7.625 1.171
H -2.365 -4.693 2.120
H -2.291 -2.661 0.711
H 1.721 -2.138 1.462
H 1.821 -4.144 2.853
H 2.604 -6.700 2.927
H 3.649 -7.904 1.004
H 0.012 -8.769 -0.647
H -1.211 -7.575 1.180
C -0.995 4.855 -3.066
C -1.436 3.847 -2.018
C -2.246 4.503 -0.907
Sb 0.138 2.561 -1.081
C 1.466 2.209 -2.843
C 0.632 1.573 -3.950
C 2.263 3.405 -3.342
C 1.297 4.109 0.058
C 2.710 3.614 0.350
C 1.330 5.506 -0.543
H -1.877 5.348 -3.485
H -0.470 4.371 -3.888
H -0.352 5.626 -2.649
H -2.081 3.116 -2.508
H -1.653 5.227 -0.349
H -2.622 3.758 -0.204
H -3.105 5.030 -1.332
H 2.172 1.462 -2.474
H -0.168 2.236 -4.284
H 0.186 0.637 -3.611
H 1.260 1.343 -4.814
H 1.623 4.231 -3.647
H 2.859 3.107 -4.209
H 2.951 3.763 -2.579
H 0.741 4.148 1.000
H 3.319 3.588 -0.555
H 2.704 2.619 0.788
H 3.195 4.286 1.062
H 1.790 5.517 -1.530
H 1.924 6.154 0.107
H 0.333 5.936 -0.614

=====

(3)
Density functional theory data (ωB97M-V/def2-TZVPD) for a molecular structure, C50H50AsBrF9IOP2Si2Zr.

Its charge is +2. The calculation puts the LUMO energy at -6.3 eV. The frontier orbital gap is 6.594 eV. The energy relative to the best compared isomer or geometry (same formula, charge and spin) comes out at 0.00 kJ/mol. Its largest force on an atom is 0.0143 Eh/bohr. The total energy is -253750.294 eV.

Geometry (Å):
Zr -0.198 0.011 0.154
I -1.767 -2.035 1.702
C -0.404 -2.819 3.093
C -0.769 -2.655 4.397
C -0.139 -3.410 5.405
C 0.743 -4.382 5.041
C 1.126 -4.559 3.687
C 1.992 -5.626 3.348
C 2.391 -5.815 2.059
C 2.048 -4.848 1.098
C 1.219 -3.779 1.372
P 1.440 -2.414 0.160
C 3.230 -2.073 0.356
C 3.847 -1.198 -0.532
C 5.201 -0.930 -0.439
C 5.956 -1.503 0.573
C 5.342 -2.329 1.500
C 3.990 -2.616 1.393
C 1.239 -3.239 -1.471
C 1.668 -2.595 -2.634
C 1.532 -3.202 -3.873
C 0.953 -4.460 -3.977
C 0.489 -5.092 -2.834
C 0.625 -4.484 -1.592
C 0.633 -3.692 2.673
H -1.569 -1.976 4.661
H -0.416 -3.262 6.439
H 1.170 -5.045 5.782
H 2.320 -6.292 4.135
H 3.032 -6.641 1.785
H 2.531 -4.915 0.131
H 3.262 -0.675 -1.276
H 5.675 -0.264 -1.148
H 7.014 -1.291 0.650
H 5.913 -2.754 2.313
H 3.542 -3.250 2.142
H 2.112 -1.612 -2.588
H 1.893 -2.697 -4.759
H 0.860 -4.940 -4.941
H 0.026 -6.068 -2.901
H 0.262 -5.003 -0.715
F -7.583 1.915 0.665
C -6.286 1.969 0.894
C -5.777 2.771 1.900
F -6.588 3.490 2.652
C -4.407 2.814 2.122
F -4.008 3.591 3.125
C -3.493 2.083 1.367
P -1.668 2.188 1.658
C -1.204 3.896 1.222
C -1.681 4.990 1.952
C -1.329 6.278 1.586
C -0.489 6.494 0.502
C 0.010 5.414 -0.209
C -0.344 4.123 0.151
C -1.601 2.080 3.465
C -0.659 2.807 4.186
C -0.565 2.643 5.560
C -1.404 1.755 6.217
C -2.343 1.027 5.499
C -2.437 1.182 4.126
C -4.050 1.266 0.385
Br -3.012 0.110 -0.704
C -5.408 1.208 0.139
F -5.893 0.418 -0.816
H -2.310 4.844 2.816
H -1.705 7.117 2.156
H -0.212 7.502 0.224
H 0.690 5.575 -1.035
H 0.070 3.285 -0.396
H 0.006 3.496 3.684
H 0.165 3.214 6.117
H -1.334 1.636 7.289
H -3.013 0.349 6.012
H -3.181 0.615 3.576
C -2.437 -3.137 -3.238
C -2.171 -2.910 -1.771
O -1.281 -1.784 -1.570
H -3.083 -4.005 -3.367
H -1.505 -3.335 -3.770
H -2.931 -2.277 -3.690
H -1.723 -3.790 -1.308
H -3.093 -2.680 -1.236
H -0.747 -1.636 -2.370
C 2.413 3.389 -3.652
Si 2.183 1.538 -3.641
C 3.861 0.831 -3.245
C 1.593 0.726 -5.220
As 0.423 1.123 -2.047
Si -1.421 2.080 -3.342
C -0.775 3.368 -4.529
C -2.659 3.017 -2.286
C -2.182 0.638 -4.253
H 3.074 3.664 -4.478
H 2.918 3.671 -2.725
H 1.504 3.978 -3.739
H 4.474 1.170 -4.088
H 3.957 -0.251 -3.207
H 4.287 1.276 -2.346
H 2.433 0.692 -5.920
H 0.765 1.219 -5.725
H 1.300 -0.307 -5.018
H -0.456 4.262 -3.992
H -1.660 3.658 -5.109
H -0.005 3.083 -5.239
H -2.612 4.069 -2.572
H -2.496 2.982 -1.213
H -3.671 2.663 -2.496
H -1.431 0.019 -4.745
H -2.856 1.020 -5.025
H -2.775 0.005 -3.590
F 2.768 0.889 1.008
C 1.505 0.905 1.548
F 1.220 2.242 1.804
C 1.584 0.232 2.920
F 0.344 0.153 3.440
F 2.029 -1.030 2.805
F 2.363 0.867 3.787

=====

(4)
Density functional theory data (ωB97M-V/def2-TZVPD) for a molecular structure, C50H50BrClCsN7O4S2Se2 in a non-equilibrium geometry.

Its charge is -2. The calculation puts the LUMO energy at 3.5 eV. The frontier orbital gap is 4.866 eV. The energy relative to the best compared isomer or geometry (same formula, charge and spin) comes out at 55.59 kJ/mol. Its largest force on an atom is 0.0449 Eh/bohr. The total energy is -306758.967 eV.

Geometry (Å):
Cs -0.587 1.057 -1.401
O -3.926 -0.989 -6.645
C -4.157 0.273 -6.249
C -5.084 1.017 -6.981
C -5.372 2.320 -6.624
C -4.746 2.908 -5.535
C -3.829 2.170 -4.806
C -3.515 0.858 -5.142
C -2.495 0.143 -4.308
O -1.989 0.747 -3.335
N -2.213 -1.102 -4.667
N -1.123 -1.620 -3.961
C -1.203 -2.870 -3.765
S 0.149 -3.757 -3.059
C -0.896 -5.138 -2.536
C -1.866 -5.422 -3.671
S -2.618 -3.851 -4.181
H -3.233 -1.354 -6.013
H -5.563 0.543 -7.826
H -6.094 2.882 -7.206
H -4.963 3.928 -5.253
H -3.327 2.603 -3.951
H -1.419 -4.882 -1.613
H -0.249 -5.994 -2.336
H -2.664 -6.097 -3.360
H -1.334 -5.865 -4.517
O 1.468 -1.151 0.545
O 0.407 -1.205 1.514
Cl 3.553 -0.478 -6.264
C 3.576 0.171 -4.652
C 4.768 0.578 -4.081
C 4.729 1.073 -2.788
C 3.506 1.135 -2.135
N 2.369 0.740 -2.695
C 2.393 0.268 -3.932
H 5.694 0.499 -4.634
H 5.629 1.400 -2.289
H 3.428 1.499 -1.117
H 1.452 -0.067 -4.354
Br -2.220 0.972 1.865
C -3.443 -0.224 1.027
C -4.535 -0.686 1.749
C -5.397 -1.547 1.093
C -5.141 -1.900 -0.229
C -4.018 -1.375 -0.843
N -3.182 -0.551 -0.215
H -4.687 -0.381 2.774
H -6.262 -1.941 1.610
H -5.790 -2.569 -0.773
H -3.762 -1.621 -1.866
Se -1.427 4.699 -1.647
C -1.685 6.122 -0.511
N -1.832 7.008 0.222
C 2.061 5.686 4.176
C 1.419 6.428 3.012
C 0.013 5.962 2.651
C -0.081 4.646 1.907
N 0.263 3.490 2.720
C 1.339 2.680 2.579
Se 2.700 2.834 1.365
N 1.246 1.694 3.507
C 2.206 0.603 3.625
C 3.473 1.036 4.350
C 3.264 1.602 5.748
C 2.863 0.558 6.778
C 0.077 1.847 4.221
C -0.521 1.085 5.212
C -1.756 1.510 5.675
C -2.379 2.649 5.160
C -1.790 3.408 4.163
C -0.549 2.990 3.708
H 2.969 6.192 4.507
H 2.345 4.670 3.906
H 1.379 5.636 5.029
H 2.062 6.355 2.130
H 1.365 7.493 3.264
H -0.476 6.688 2.000
H -0.595 5.921 3.564
H 0.586 4.620 1.043
H -1.090 4.488 1.528
H 2.433 0.256 2.619
H 1.694 -0.220 4.127
H 3.979 1.768 3.717
H 4.125 0.158 4.404
H 2.515 2.400 5.709
H 4.189 2.086 6.074
H 1.882 0.132 6.573
H 2.823 0.979 7.784
H 3.577 -0.267 6.789
H -0.068 0.177 5.583
H -2.256 0.933 6.440
H -3.351 2.937 5.536
H -2.281 4.272 3.739
C 4.342 -5.594 -3.229
C 3.752 -5.894 -2.012
C 3.237 -4.895 -1.203
C 3.273 -3.551 -1.591
C 3.908 -3.265 -2.812
C 4.426 -4.259 -3.615
C 2.745 -2.463 -0.811
C 1.676 -2.441 0.035
C 0.608 -3.258 0.491
C 0.300 -4.609 0.454
C -0.775 -5.116 1.168
C -1.402 -4.256 2.123
C -1.161 -2.926 2.179
C -0.404 -2.306 1.058
H 4.737 -6.378 -3.863
H 3.700 -6.923 -1.673
H 2.837 -5.152 -0.234
H 3.960 -2.231 -3.138
H 4.882 -3.992 -4.561
H 3.209 -1.496 -0.976
H 0.919 -5.297 -0.105
H -0.994 -6.174 1.158
H -2.043 -4.702 2.878
H -1.586 -2.297 2.949
H -1.077 -1.880 0.275